Computed, not measured: C6H12O as an isolated structure, with wB97M-V/def2-TZVPD.

Last column: Mulliken charge in e.
Atoms and positions in Å:
O  -2.42  1.76  0.24  -0.510
C  -1.94  -0.76  0.39  -0.543
C  -1.72  0.63  -0.21  0.098
C  1.41  -1.08  -1.15  -1.408
C  1.63  0.98  0.57  -1.258
C  -0.69  0.00  0.61  -0.856
C  0.75  -0.25  0.54  0.730
H  0.14  -0.55  -0.45  0.102
H  1.06  -1.09  1.15  0.349
H  1.28  1.71  -0.17  0.292
H  -1.67  0.67  -1.30  0.302
H  -2.64  -0.86  1.22  0.227
H  2.40  -1.39  -0.79  0.420
H  -2.13  1.90  1.15  0.321
H  -2.00  -1.59  -0.32  0.238
H  1.50  -0.33  -1.94  0.332
H  0.85  -1.96  -1.48  0.395
H  1.52  1.43  1.56  0.374
H  2.68  0.75  0.38  0.394

Calculated values
Net charge: 0
Lowest unoccupied orbital energy in eV: 0.778
Frontier orbital gap in eV: 7.9
Highest occupied orbital energy in eV: -7.12
Energy above the lowest of the compared OMol25 structures with the same formula, charge and spin in kJ/mol: 636.3

Computed, not measured: a 2-piece molecular cluster, C5H10O3 overall, with wB97M-V/def2-TZVPD.

Last column: Mulliken charge in e.
Atoms and positions in Å:
O  1.50  -0.87  -0.78  -0.544
O  -2.20  -0.07  0.42  -0.453
O  1.81  -0.42  0.46  -0.024
C  -1.20  -1.94  -0.79  -1.106
C  -1.21  -0.48  -0.45  0.449
C  -0.93  0.07  1.07  -0.884
C  1.39  1.87  -0.27  -0.994
C  1.36  0.76  0.73  0.042
H  -1.24  -2.56  0.11  0.296
H  -0.92  1.06  1.53  0.531
H  1.48  1.47  -1.28  0.326
H  1.50  1.00  1.78  0.459
H  2.24  2.52  -0.07  0.364
H  -2.08  -2.16  -1.41  0.318
H  -0.30  -2.19  -1.35  0.291
H  0.47  2.46  -0.23  0.303
H  -0.73  -0.73  1.77  0.272
H  -0.96  0.22  -1.24  0.355

Calculated values
Net charge: 0
Lowest unoccupied orbital energy (spin up / spin down) in eV: -0.153 / -0.152
Frontier orbital gap (spin up / spin down) in eV: 8.7 / 8.7
Highest occupied orbital energy (spin up / spin down) in eV: -8.85 / -8.85
Energy above the lowest of the compared OMol25 structures with the same formula, charge and spin in kJ/mol: 732.7

Computed, not measured: C21H36F6NO10V as an isolated structure, with wB97M-V/def2-TZVPD.

Last column: Mulliken charge in e.
Atoms and positions in Å:
V  2.92  1.70  0.97  1.551
F  3.91  2.58  -1.21  -0.375
F  2.90  1.96  -3.00  -0.242
F  4.55  -0.77  1.77  -0.371
F  3.85  3.97  -2.77  -0.334
F  3.09  -2.05  1.99  -0.261
F  4.97  -2.64  1.17  -0.289
O  2.67  -0.19  -0.39  -0.123
O  2.83  -2.35  -1.03  -0.244
O  4.42  2.10  1.29  -0.718
O  1.33  3.09  -0.27  -0.644
O  -0.45  0.38  -0.97  -0.636
O  -1.84  2.86  5.24  -0.428
O  -3.81  2.65  6.38  -0.589
O  0.66  3.09  -2.48  -0.033
O  -2.59  0.83  5.79  -0.382
O  2.19  1.34  2.26  -0.811
N  -1.47  -0.58  -0.72  0.259
C  -3.18  -2.99  -0.54  -0.799
C  3.99  -1.78  1.11  0.523
C  -1.04  1.89  4.46  0.657
C  3.52  -1.34  -0.28  0.255
C  -2.87  2.15  5.81  0.558
C  1.69  3.58  -1.57  0.052
C  -2.29  -0.35  -3.21  -1.806
C  -0.36  -1.21  1.54  -1.903
C  0.55  3.68  -3.78  -0.568
C  -0.35  2.69  -4.65  -0.954
C  3.64  -3.63  -1.15  -0.185
C  -2.66  -0.18  1.48  -1.379
C  -1.36  0.64  5.08  -0.090
C  -2.22  -2.63  0.61  -1.422
C  -2.86  -2.27  -1.84  -1.334
C  3.11  2.99  -2.19  0.707
C  3.28  -4.55  -2.28  -1.355
C  0.40  2.51  4.66  -1.363
C  -4.10  -0.23  -1.46  -1.867
C  -1.70  -1.14  0.71  2.269
C  -2.62  -0.79  -1.73  1.305
H  -4.49  -0.34  -0.45  0.410
H  0.41  3.57  4.41  0.347
H  -1.37  -3.29  0.76  0.545
H  3.63  -4.10  -0.16  0.327
H  -1.29  -0.41  -3.64  0.366
H  -3.56  -0.71  1.80  0.410
H  -1.56  -0.19  4.39  0.127
H  -2.93  -0.81  -3.96  0.390
H  -0.31  2.91  -5.72  0.437
H  2.22  -4.73  -2.10  0.352
H  0.23  4.71  -3.70  0.371
H  3.36  -3.99  -3.21  0.291
H  0.13  1.73  -4.47  0.194
H  -1.19  1.92  3.38  0.336
H  -2.47  0.72  -3.25  0.321
H  -4.84  -0.62  -2.15  0.346
H  -2.77  -2.99  1.48  0.279
H  0.76  2.32  5.66  0.391
H  -3.99  0.85  -1.46  0.489
H  0.38  -1.78  0.98  0.461
H  3.97  -5.39  -2.31  0.358
H  -2.00  -2.84  -2.19  0.410
H  -1.36  2.70  -4.25  0.211
H  4.65  -3.42  -1.49  0.254
H  4.47  -1.28  -0.81  0.143
H  1.48  3.83  -4.32  0.313
H  0.07  -0.22  1.67  0.146
H  -4.16  -2.72  -0.13  0.350
H  -3.50  -2.51  -2.69  0.463
H  -3.12  -4.07  -0.69  0.396
H  1.73  4.66  -1.71  0.138
H  -2.94  0.69  0.90  0.320
H  -2.36  0.19  2.46  -0.308
H  1.02  1.88  4.02  0.321
H  -0.45  0.49  5.67  0.296
H  -0.54  -1.74  2.48  0.368

Calculated values
Net charge: -2
Lowest unoccupied orbital energy in eV: 4.543
Frontier orbital gap in eV: 3.1
Highest occupied orbital energy in eV: 1.45

Computed, not measured: a 4-piece molecular cluster, C42H57F3O10 overall, with wB97M-V/def2-TZVPD.

Last column: Mulliken charge in e.
Atoms and positions in Å:
F  1.91  -5.26  -1.76  -0.238
F  3.50  -5.99  -3.52  -0.232
F  1.14  -6.01  -3.92  -0.274
O  -3.21  -0.47  1.17  -0.515
O  -10.57  -1.63  6.02  -0.568
O  1.25  0.66  -3.48  -0.397
O  -8.66  -1.15  0.18  -0.608
O  -10.59  2.04  2.18  -0.580
O  -12.49  3.84  5.00  -0.561
O  -11.45  8.10  8.01  -0.548
O  1.26  -2.93  -2.85  -0.310
O  -1.48  -1.27  -0.45  -0.174
O  -4.75  0.64  -2.94  -0.562
C  -1.05  -0.01  -2.71  -1.035
C  -6.47  -0.30  0.03  -0.371
C  7.80  -4.52  -1.80  -0.108
C  -12.25  4.82  5.70  0.432
C  8.55  1.83  0.00  -0.819
C  -9.89  -0.09  2.89  -0.148
C  -11.38  5.91  5.21  -0.277
C  2.24  -5.27  -3.21  0.787
C  -11.27  0.51  5.32  -0.526
C  -11.69  7.12  7.32  0.325
C  6.33  3.07  -3.25  -0.487
C  -5.65  0.22  -2.22  0.452
C  10.39  -3.04  -0.58  -0.610
C  7.58  2.45  -2.38  -0.794
C  3.97  2.97  -1.86  -0.345
C  -7.92  -0.67  -2.00  -0.469
C  8.94  -0.87  -0.12  -0.341
C  10.16  -4.65  -0.37  -0.770
C  -12.57  6.04  7.81  -0.388
C  -1.41  -2.04  2.20  -0.864
C  -2.08  -1.19  0.92  0.536
C  -10.57  -0.79  5.14  0.344
C  8.80  0.45  0.85  -0.569
C  -11.12  6.98  5.97  -0.368
C  8.61  -5.16  -0.52  -0.423
C  0.74  -1.79  -3.64  -0.734
C  -1.71  0.01  -1.17  0.307
C  0.54  -0.41  -2.72  0.791
C  9.77  -2.10  0.64  -0.295
C  -7.76  -0.74  -0.54  0.454
C  6.26  -5.15  -1.87  -0.861
C  -10.58  1.20  3.06  0.178
C  2.19  -3.71  -3.73  -0.489
C  7.16  1.80  -0.93  0.070
C  -12.83  4.97  7.05  -0.361
C  -5.49  0.15  -0.76  -0.307
C  1.70  1.74  -2.59  -0.573
C  -6.94  -0.22  -2.79  -0.427
C  5.22  3.90  -2.37  -0.677
C  -11.27  1.43  4.35  -0.753
C  3.21  2.17  -3.07  -0.317
C  -9.88  -1.02  3.85  -0.503
H  6.77  0.68  -1.09  0.072
H  -0.28  -1.76  2.37  0.270
H  5.67  -4.80  -0.91  0.257
H  6.37  2.40  -0.32  0.219
H  8.45  3.25  -2.31  0.396
H  9.62  -0.58  -1.06  0.224
H  -2.86  0.26  -1.32  -0.431
H  9.93  -2.73  -1.64  0.260
H  -10.96  5.79  4.22  0.461
H  5.80  -4.71  -2.88  0.201
H  -13.47  4.16  7.39  0.428
H  7.88  -1.26  -0.49  0.075
H  3.13  2.81  -4.07  0.204
H  5.85  2.24  -3.96  0.268
H  -10.47  7.78  5.63  0.402
H  4.29  2.15  -1.05  0.136
H  -1.17  1.12  -3.09  0.238
H  -8.88  -0.99  -2.40  0.423
H  3.28  -3.23  -3.68  0.269
H  10.65  -1.56  1.24  0.327
H  1.74  1.48  -1.45  0.302
H  -4.53  0.47  -0.36  0.558
H  -6.37  -0.37  1.10  0.511
H  8.05  -4.87  0.49  0.208
H  -9.38  -1.97  3.74  0.442
H  -9.39  -0.25  1.94  0.614
H  -11.76  0.66  6.26  0.426
H  8.43  2.76  0.72  0.299
H  -12.98  6.16  8.80  0.402
H  10.77  -5.20  -1.24  0.303
H  7.99  0.34  1.71  0.232
H  -1.62  -3.19  2.12  0.271
H  4.81  4.82  -2.99  0.356
H  10.62  -5.07  0.65  0.268
H  6.37  -6.32  -1.88  0.265
H  -7.04  -0.15  -3.87  0.410
H  -0.26  -2.12  -4.16  0.152
H  3.78  1.17  -3.39  0.190
H  5.75  4.33  -1.38  0.270
H  9.06  -2.69  1.37  0.208
H  8.63  -6.32  -0.64  0.341
H  -11.77  2.38  4.46  1.174
H  7.68  -3.37  -1.60  -0.070
H  1.00  -0.57  -1.63  0.355
H  8.03  1.56  -3.03  0.168
H  1.51  -1.57  -4.52  0.332
H  -1.74  -0.70  -3.36  0.328
H  9.45  2.10  -0.74  0.295
H  1.83  -3.71  -4.85  0.327
H  9.85  0.57  1.40  0.303
H  11.54  -2.75  -0.65  0.339
H  3.16  3.66  -1.34  0.308
H  1.02  2.69  -2.72  0.177
H  -1.22  0.94  -0.63  0.295
H  8.37  -4.71  -2.80  0.264
H  6.81  3.86  -4.00  0.284
H  -1.99  -1.66  3.16  0.290

Calculated values
Net charge: 0
Structure (SMILES): CCCCCCCCCCCCCCCCO[C@@H](CCOC(C)=O)COCC(F)(F)F.O=C1C=CC(=O)C=C1.O=C1C=CC(=O)C=C1.O=C1C=CC(=O)C=C1
Lowest unoccupied orbital energy in eV: -1.899
Frontier orbital gap in eV: 7.8
Highest occupied orbital energy in eV: -9.73

no.,electronic energy (eV),strongest force on any atom (eV Å⁻¹)
1,-8457.7596,0.4
2,-11482.5926,2.8
3,-86312.2312,5.9
4,-73089.1850,8.8